Entry from the OMol25 dataset: an isolated ion of composition C2H7N2O2 and charge +1 in a non-equilibrium geometry (ωB97M-V/def2-TZVPD).

Each atom is followed by the atoms it is bonded to, with distances in Å.
Atoms and positions in Å:
1 C 1.413 -0.912 0.460  N2 1.450, H7 1.025, H8 1.111, H9 1.121
2 N 0.159 -0.205 0.288  C1 1.450, O3 1.599, N4 1.333
3 O -1.263 -0.926 0.414  N2 1.599, H10 0.923
4 N 0.244 0.922 -0.420  N2 1.333, C5 1.449, O6 1.228
5 C -0.944 1.648 -0.821  N4 1.449, H11 1.144, H12 1.077, H13 1.065
6 O 1.365 1.274 -0.776  N4 1.228
7 H 1.840 -0.710 1.370  C1 1.025
8 H 1.897 -0.601 -0.491  C1 1.111
9 H 1.335 -2.026 0.366  C1 1.121
10 H -1.121 -1.781 0.732  O3 0.923
11 H -0.873 2.142 -1.850  C5 1.144
12 H -1.108 2.515 -0.202  C5 1.077
13 H -1.844 1.082 -0.871  C5 1.065

The maximum force comes out at 0.127 hartree/bohr. The gap between HOMO and LUMO comes out at 9.89 eV. Its total charge is +1. The SMILES is CN(O)[N+](C)=O. The value obtained for the total energy is -9249.5149 eV. The calculation puts the relative energy (zero: lowest compared OMol25 entry of this formula, charge and spin) at 167.4 kcal per mole.

natural (NBO) population analysis, charges in e, atoms 1 to 5:
1. C -0.468
2. N 0.139
3. O -0.459
4. N 0.388
5. C -0.508

=====

Entry from the OMol25 dataset: a single C2H7N2O5P molecule in a non-equilibrium geometry (ωB97M-V/def2-TZVPD).

Each atom is followed by the atoms it is bonded to, with distances in Å.
Atoms and positions in Å:
1 H 2.835 -1.888 2.075  N2 1.014
2 N 2.494 -2.147 1.155  H1 1.014, C3 1.304
3 C 1.513 -1.423 0.693  N2 1.304, C4 1.518, N10 1.363
4 C 1.022 -0.196 1.440  C3 1.518, O5 1.448, H12 1.119, H13 1.095
5 O -0.342 -0.279 1.919  C4 1.448, P6 1.640
6 P -1.420 0.579 1.030  O5 1.640, O7 1.462, O8 1.580, O9 1.547
7 O -1.172 2.019 1.072  P6 1.462
8 O -2.878 0.394 1.611  P6 1.580, H14 0.956
9 O -1.440 0.160 -0.460  P6 1.547, H15 0.968
10 N 1.007 -1.823 -0.508  C3 1.363, O11 1.435, H16 1.035
11 O 1.458 -2.985 -1.220  N10 1.435, H17 0.988
12 H 1.190 0.657 0.735  C4 1.119
13 H 1.691 -0.034 2.291  C4 1.095
14 H -2.807 1.009 2.339  O8 0.956
15 H -2.123 0.769 -0.778  O9 0.968
16 H 0.210 -1.281 -0.885  N10 1.035
17 H 2.343 -3.277 -0.893  O11 0.988

The maximum force comes out at 0.070 hartree/bohr. The gap between HOMO and LUMO comes out at 9.12 eV. The SMILES is [H]/N=C(\COP(=O)(O)O)NO. The value obtained for the total energy is -24694.3020 eV. The calculation puts the relative energy (zero: lowest compared OMol25 entry of this formula, charge and spin) at 0.0 kcal per mole.

natural (NBO) population analysis, charges in e, atoms 1 to 5:
1. H 0.345
2. N -0.766
3. C 0.363
4. C -0.136
5. O -0.770

=====

Entry from the OMol25 dataset: a single C2H7N2OPS molecule in a non-equilibrium geometry (ωB97M-V/def2-TZVPD).

Each atom is followed by the atoms it is bonded to, with distances in Å.
Atoms and positions in Å:
1 N 1.700 0.363 -1.660  P2 1.644, H8 0.971, H9 0.990
2 P 1.160 -0.024 -0.156  N1 1.644, O3 1.774, N4 1.657, S7 2.047
3 O 2.323 -0.205 1.171  P2 1.774
4 N -0.067 1.053 0.129  P2 1.657, C5 1.493, H10 0.970
5 C -1.156 0.401 0.915  N4 1.493, C6 1.517, H11 1.209, H12 1.080
6 C -1.385 -1.017 0.426  C5 1.517, S7 1.815, H13 1.141, H14 1.049
7 S 0.138 -1.797 -0.179  P2 2.047, C6 1.815
8 H 2.041 1.272 -1.686  N1 0.971
9 H 2.256 -0.427 -1.875  N1 0.990
10 H -0.235 1.646 -0.620  N4 0.970
11 H -2.133 1.030 0.583  C5 1.209
12 H -0.836 0.403 1.946  C5 1.080
13 H -1.692 -1.638 1.332  C6 1.141
14 H -2.113 -1.059 -0.328  C6 1.049

The maximum force comes out at 0.168 hartree/bohr. The gap between HOMO and LUMO comes out at 9.14 eV. The SMILES is N[P@@]1(=O)NCCS1. The value obtained for the total energy is -27338.9436 eV. The calculation puts the relative energy (zero: lowest compared OMol25 entry of this formula, charge and spin) at 62.9 kcal per mole.

natural (NBO) population analysis, charges in e, atoms 1 to 5:
1. N -1.166
2. P 1.858
3. O -1.032
4. N -0.972
5. C -0.228